Formula: C8H6OS
Source: OMol25
Level of theory: the ωB97M-V functional and the def2-TZVPD basis

```
16
C8H6OS | OMol25 | the ωB97M-V functional and the def2-TZVPD basis
C 1.57 1.58 -0.06
C 2.93 1.60 -0.17
C 1.00 0.31 0.04
C 2.00 -0.71 0.02
C 1.96 -2.02 0.12
C -1.08 -1.01 -0.65
C -1.59 -2.18 -0.42
C -0.46 0.08 0.12
O 2.00 -3.18 0.25
S 3.63 0.02 -0.17
H 0.98 2.48 -0.03
H 3.58 2.44 -0.25
H -1.63 -2.67 0.55
H -2.04 -2.75 -1.22
H -0.71 -0.13 1.17
H -0.96 1.02 -0.15
```

As for the energy relative to the best compared isomer or geometry (same formula, charge and spin): 1.555 eV. As for the multiplicity: 1. As for the HOMO-LUMO gap (spin up / spin down): 8.4670 / 6.1113 eV. The molar mass comes out at 150.2 g mol⁻¹.

---

Formula: C2H3BrClNO2
Source: OMol25
Level of theory: the ωB97M-V functional and the def2-TZVPD basis

```
10
C2H3BrClNO2 | OMol25 | the ωB97M-V functional and the def2-TZVPD basis
C 1.04 -0.59 0.23
C -0.31 -0.05 0.29
Cl -0.84 0.56 1.81
Br -1.86 -1.68 -0.15
N -0.65 0.99 -0.80
O 0.27 1.45 -1.40
O -1.78 1.35 -0.84
H 1.10 -1.33 0.98
H 1.69 0.27 0.65
H 1.34 -0.97 -0.77
```

As for the energy relative to the best compared isomer or geometry (same formula, charge and spin): 0.972 eV. As for the SMILES: C[C@](Cl)(Br)[N+](=O)[O-]. As for the multiplicity: 1. As for the HOMO-LUMO gap: 9.2071 eV. The molar mass comes out at 188.4 g mol⁻¹.

---

Formula: C4H8N4
Source: OMol25
Level of theory: the ωB97M-V functional and the def2-TZVPD basis

```
16
C4H8N4 | OMol25 | the ωB97M-V functional and the def2-TZVPD basis
C -2.71 0.96 0.13
C -1.50 1.10 -0.55
C 1.27 -0.84 1.12
C 1.61 -0.19 -1.16
N -2.56 -0.09 0.96
N -1.34 -0.48 0.94
N -0.72 0.13 -0.01
N 1.15 0.14 0.15
H -3.55 1.54 0.09
H -1.05 1.57 -1.39
H 1.11 -1.82 0.69
H 2.30 -0.78 1.49
H 0.61 -0.60 2.05
H 1.05 0.43 -2.03
H 2.63 0.16 -0.96
H 1.71 -1.24 -1.53
```

As for the energy relative to the best compared isomer or geometry (same formula, charge and spin): 4.880 eV. As for the multiplicity: 1. As for the HOMO-LUMO gap: 9.3088 eV. The molar mass comes out at 112.1 g mol⁻¹.

---

What did the third record say?
Formula: C4H8N4
Source: OMol25
Level of theory: the ωB97M-V functional and the def2-TZVPD basis

```
16
C4H8N4 | OMol25 | the ωB97M-V functional and the def2-TZVPD basis
C -2.71 0.96 0.13
C -1.50 1.10 -0.55
C 1.27 -0.84 1.12
C 1.61 -0.19 -1.16
N -2.56 -0.09 0.96
N -1.34 -0.48 0.94
N -0.72 0.13 -0.01
N 1.15 0.14 0.15
H -3.55 1.54 0.09
H -1.05 1.57 -1.39
H 1.11 -1.82 0.69
H 2.30 -0.78 1.49
H 0.61 -0.60 2.05
H 1.05 0.43 -2.03
H 2.63 0.16 -0.96
H 1.71 -1.24 -1.53
```

As for the energy relative to the best compared isomer or geometry (same formula, charge and spin): 4.880 eV. As for the multiplicity: 1. As for the HOMO-LUMO gap: 9.3088 eV. The molar mass comes out at 112.1 g mol⁻¹.

---

The highest molar mass belongs to which entry?
C2H3BrClNO2

---

Repeat the second record exactly.
Formula: C2H3BrClNO2
Source: OMol25
Level of theory: the ωB97M-V functional and the def2-TZVPD basis

```
10
C2H3BrClNO2 | OMol25 | the ωB97M-V functional and the def2-TZVPD basis
C 1.04 -0.59 0.23
C -0.31 -0.05 0.29
Cl -0.84 0.56 1.81
Br -1.86 -1.68 -0.15
N -0.65 0.99 -0.80
O 0.27 1.45 -1.40
O -1.78 1.35 -0.84
H 1.10 -1.33 0.98
H 1.69 0.27 0.65
H 1.34 -0.97 -0.77
```

As for the energy relative to the best compared isomer or geometry (same formula, charge and spin): 0.972 eV. As for the SMILES: C[C@](Cl)(Br)[N+](=O)[O-]. As for the multiplicity: 1. As for the HOMO-LUMO gap: 9.2071 eV. The molar mass comes out at 188.4 g mol⁻¹.

---

Among the records above, which one has the highest molar mass?
C2H3BrClNO2